[1]
The following is a DFT calculation (wB97M-V/def2-TZVPD) of a 2-piece molecular cluster, C6H14N2O2 overall.

```
24
Properties=species:S:1:pos:R:3:forces:R:3
C -0.570855 1.321515 1.772554 -4.2379 -0.8180 -2.0825
N -0.333220 2.316595 0.717726 1.3420 -1.3460 0.6833
C -0.248842 1.886946 -0.581530 -0.2786 1.1071 -0.3023
C -0.002800 2.984995 -1.612601 -2.0240 1.5165 1.5707
O -0.591458 0.769149 -0.936702 0.7124 -0.0522 0.4167
H -0.281438 1.485209 2.779999 0.8482 0.6836 0.4864
H -1.735542 1.261443 1.761060 1.6275 -0.1628 0.6987
H -0.346613 0.306473 1.413150 0.4775 0.6511 0.3269
H -0.435560 3.279315 0.972387 0.3057 0.2081 -0.2963
H -0.795431 3.732425 -1.143102 0.9256 -1.1008 -1.9980
H 0.853105 3.656896 -1.648104 0.6008 -0.7671 0.4670
H -0.203691 2.579509 -2.604951 -0.3755 0.3832 0.2254
C 1.743637 -1.942751 1.180860 2.1980 -1.1404 0.1799
N 0.881924 -1.538054 0.138734 -2.8201 -0.2474 -1.8991
C 0.250613 -2.547051 -0.618402 0.6303 -0.7234 0.4679
C -1.118232 -2.309842 -1.170857 -0.3939 -0.2260 -2.0868
O 0.774767 -3.631443 -0.798187 0.3810 0.1100 0.5294
H 1.986313 -1.098291 1.806683 0.2192 0.1368 0.2096
H 1.488539 -2.818015 1.794809 -1.3013 0.4640 0.0818
H 2.660384 -2.425318 0.780729 0.0797 0.9907 -0.1493
H 0.445602 -0.596153 0.018399 0.7095 -1.3331 0.5466
H -1.763918 -1.902378 -0.446383 -0.7230 0.8306 0.9469
H -0.974025 -1.556742 -1.972062 -0.4928 -0.2861 0.3172
H -1.683261 -3.214431 -1.604211 1.5896 1.1216 0.6600
```
Positions in Å, forces in eV/Å.

## Properties
SMILES	CNC(C)=O.CNC(C)=O
HOMO level	-8.84	eV


[2]
The following is a DFT calculation (wB97M-V/def2-TZVPD) of a 2-piece molecular cluster, C6H14N2O2 overall.

```
24
Properties=species:S:1:pos:R:3:forces:R:3
C 0.146653 0.942934 1.945761 -0.1989 5.5600 0.0034
N -0.801694 1.855327 1.220202 0.6222 -1.5502 0.8901
C -0.415111 2.367324 0.000859 -1.6964 -0.9168 1.0381
C -1.450830 3.265480 -0.655254 0.8284 -5.2707 -4.2294
O 0.614025 1.992059 -0.519660 0.3419 0.3743 -0.3091
H -0.174464 0.030618 2.150035 -1.7324 -4.0298 0.5458
H 1.096130 0.957796 1.521459 1.3300 -0.2496 -1.4336
H 0.342917 1.489166 2.844292 -0.0117 -0.0537 1.1732
H -1.712426 1.917375 1.709468 0.9281 0.5257 -1.2180
H -0.953196 3.296206 -1.750420 -1.6965 0.9729 2.4470
H -2.429146 2.614665 -0.715833 1.7580 1.3498 -0.0302
H -1.631383 4.063832 -0.070518 -0.5051 3.2578 1.2818
C -1.339893 -1.481356 -1.105662 0.7631 0.4746 2.9016
N -0.124061 -1.350239 -0.291519 1.8836 1.5471 -0.3979
C 0.865987 -2.368599 -0.252431 -4.2434 1.4596 -0.0491
C 2.303193 -1.968271 -0.204420 2.7889 0.9369 3.4009
O 0.348626 -3.481836 -0.272499 2.2573 -0.0819 -0.3228
H -1.218217 -2.124999 -1.911630 0.2713 -0.6073 -1.8500
H -2.066226 -1.897147 -0.477214 -1.3630 -1.2033 0.8083
H -1.727124 -0.493260 -1.207183 0.0272 0.7714 -1.1510
H 0.117570 -0.353249 -0.166274 0.5362 -1.1292 -0.3919
H 2.831173 -2.064121 -1.101074 0.1962 -0.5487 -1.8911
H 2.803767 -0.919151 0.154844 -2.4608 -1.9777 -0.5890
H 2.839704 -2.680202 0.483417 -0.6242 0.3889 -0.6269
```
Positions in Å, forces in eV/Å.

## Properties
SMILES	CNC(C)=O.CNC(C)=O
HOMO level	-9.06	eV


[3]
The following is a DFT calculation (wB97M-V/def2-TZVPD) of a 2-piece molecular cluster, C6H14N2O2 overall.

```
24
Properties=species:S:1:pos:R:3:forces:R:3
C 1.410942 -1.872150 0.653210 -0.8975 0.2510 0.6762
N 0.328477 -1.067398 1.443033 0.5136 -3.8906 -0.7541
C 0.830789 0.107124 1.836370 2.9314 0.9420 -0.7102
C 0.394286 0.816627 3.051861 -1.4182 0.7708 -0.9491
O 1.767996 0.574040 1.152800 -1.2257 -0.1723 1.0768
H 1.097478 -2.939382 0.546428 0.1561 0.9649 0.2472
H 1.425800 -1.380852 -0.299114 0.3035 -0.1690 -0.6760
H 2.452632 -1.764874 1.092880 -1.5682 -0.1413 -0.1923
H -0.409616 -1.689682 1.858941 1.2812 1.6387 0.0056
H -0.168250 1.642952 2.578784 0.2215 0.2079 0.8250
H -0.309093 0.233841 3.597306 -0.5305 -0.4139 0.7223
H 1.199315 1.177898 3.677629 0.1764 0.0221 -0.2275
C 0.455270 1.935768 -1.590848 -0.1266 0.4164 0.2889
N -0.437983 0.770898 -1.342228 0.0185 0.5258 -0.4068
C -1.165452 0.107223 -2.321097 0.8041 2.0962 1.4265
C -2.150440 -0.913715 -1.866456 -0.7047 -0.4527 0.9052
O -1.127552 0.498716 -3.457241 -0.0161 -0.0916 -1.4458
H 1.238139 1.991296 -0.785710 0.1778 -1.2084 -1.4724
H 0.688562 1.919234 -2.701708 0.3640 0.1701 1.6640
H 0.081162 2.956620 -1.293747 -1.0603 -0.9468 -0.9042
H -0.342474 0.312294 -0.467490 0.0293 -0.2233 0.6713
H -2.008907 -1.804886 -2.491079 -0.1823 0.0717 0.3782
H -2.101911 -1.141672 -0.751269 -0.0508 0.1735 -1.5068
H -3.149181 -0.469923 -2.121249 0.8035 -0.5410 0.3579
```
Positions in Å, forces in eV/Å.

## Properties
SMILES	CNC(C)=O.CNC(C)=O
HOMO level	-9.12	eV


[4]
The following is a DFT calculation (wB97M-V/def2-TZVPD) of a 2-piece molecular cluster, C6H14N2O2 overall.

```
24
Properties=species:S:1:pos:R:3:forces:R:3
C 0.797924 -1.427936 3.111240 0.0449 -0.0889 -1.0135
N 0.555160 -1.403815 1.656573 -0.1845 -0.1675 1.2144
C 0.369839 -2.602106 1.021445 1.1464 1.1940 -0.0064
C -0.081618 -2.448548 -0.405574 -0.1357 -0.8969 -0.0606
O 0.683118 -3.655333 1.544846 -0.4603 -0.3475 -0.2317
H 0.986855 -2.468016 3.351451 0.0485 0.0071 0.2482
H 1.668931 -0.830159 3.358812 0.0701 0.1176 0.1135
H -0.075544 -1.074427 3.647468 -0.1084 0.1097 0.1850
H 0.226965 -0.529134 1.267778 -0.0874 -0.2792 -0.3106
H -1.037568 -1.923244 -0.404346 0.0054 -0.1279 -0.3345
H 0.639731 -1.913696 -1.017268 0.0943 0.3057 0.2074
H -0.126101 -3.461189 -0.814977 -0.4410 0.2114 -0.0488
C -0.757007 0.742253 -2.698325 0.3139 -0.4689 -1.3610
N -0.625066 2.016696 -2.030158 -0.2519 -0.8864 0.9354
C -0.387692 2.008770 -0.680042 -0.2142 0.2391 0.6510
C 0.092947 3.295459 -0.017526 0.5755 -0.2521 -1.4233
O -0.465101 0.991325 -0.006785 0.1472 -0.0655 -0.3657
H -0.184527 -0.003833 -2.159555 0.2096 0.1089 0.0266
H -1.726002 0.266891 -2.887613 -0.4143 0.6682 0.6395
H -0.347266 0.863399 -3.710719 0.1800 -0.1182 0.2647
H -1.026752 2.824623 -2.453401 0.1609 0.5047 -0.1690
H 0.405029 4.008211 -0.787966 -0.4740 0.2341 0.1641
H -0.630177 3.708352 0.675444 0.0893 -0.0322 0.1451
H 1.043924 3.015457 0.439200 -0.3143 0.0307 0.5303
```
Positions in Å, forces in eV/Å.

## Properties
SMILES	CNC(C)=O.CNC(C)=O
HOMO level	-9.05	eV


[5]
The following is a DFT calculation (wB97M-V/def2-TZVPD) of an isolated ion of composition C6H14N3 and charge +1.

```
23
Properties=species:S:1:pos:R:3:forces:R:3
C 3.332921 -1.077227 -0.334698 -3.3424 0.5761 -2.5052
N 2.617970 0.130911 -0.033546 0.9620 2.5423 0.6518
C 1.337675 0.435475 0.196431 1.0942 -1.3488 -1.3984
C 0.997074 1.883560 0.412251 -1.3836 -1.2687 -1.4412
C 0.481735 -0.715908 0.189394 0.5031 -0.2951 0.7343
C -0.906379 -0.850000 0.131697 -0.8440 -2.0709 -0.2536
N -2.049581 -0.160639 -0.058524 0.1298 -0.9781 -1.1865
C -3.403371 -0.836748 0.029648 0.7297 -0.2847 -1.4321
N -2.085408 1.220973 -0.280658 -1.3631 1.8433 -0.0897
H 4.316706 -0.845185 -0.360249 3.0524 0.5494 -0.2345
H 3.145785 -1.751921 0.384887 -0.4509 -2.8076 2.4129
H 2.968026 -1.422010 -1.303992 0.3051 -0.3945 0.0145
H 3.370531 0.824700 0.024221 -1.4557 0.6573 0.1769
H 1.147841 2.024581 1.428035 0.6103 0.9199 1.9811
H -0.055506 2.029327 0.248966 -0.6284 -0.3649 0.1893
H 1.384602 2.632041 -0.252565 1.2501 -0.0332 -0.1001
H 1.052988 -1.721805 0.371362 -1.4602 2.0836 -0.5969
H -1.169290 -1.958132 0.177981 0.1756 1.5823 0.1482
H -3.542380 -1.872644 -0.345828 1.3993 0.0104 0.9732
H -3.685852 -0.707396 1.056761 -0.9278 -0.0380 0.1632
H -4.043911 -0.457467 -0.769853 -0.1286 1.2410 0.7135
H -2.841747 1.594036 0.346396 1.1131 -0.2999 -0.6587
H -2.370435 1.601473 -1.258125 0.6602 -1.8211 1.7379
```
Positions in Å, forces in eV/Å.

## Properties
total charge	+1
SMILES	CN/C(C)=C/C=[N+](/C)N
HOMO level	-12.40	eV


[6]
The following is a DFT calculation (wB97M-V/def2-TZVPD) of an isolated ion of composition C6H14N3O2 and charge +1.

```
25
Properties=species:S:1:pos:R:3:forces:R:3
C -1.595815 0.873700 -0.715083 -3.0408 3.0066 -1.3327
N -0.516292 0.284657 -0.528913 1.7048 1.2021 0.2354
N 0.585879 1.052522 -0.027097 -3.6240 -1.1367 -0.4129
C 0.318252 1.780392 1.093571 0.3225 0.4684 2.0361
O -0.703009 1.735680 1.740559 0.7054 0.2539 -0.5999
O 1.466448 2.408544 1.353427 0.5150 1.5139 0.7312
N 1.683582 3.098916 2.641490 0.2482 -4.8996 0.2475
C -0.269602 -1.118558 -0.681374 2.8234 -1.2375 -0.6645
C 0.326625 -1.560047 0.665033 0.2126 0.1925 1.3814
C -1.458164 -1.936800 -1.125923 -0.8757 2.6135 -0.4986
C 0.918500 -1.257404 -1.710277 -1.3690 -2.8587 1.4083
H -1.709603 1.962703 -0.509264 0.6420 -0.9578 0.0067
H -2.516481 0.537397 -1.255205 1.1459 -0.8792 0.9815
H 1.438252 0.992717 -0.498151 1.3871 -0.1148 -0.8036
H 1.409132 4.029525 2.625675 -1.3719 1.8119 -0.4933
H 1.191710 2.452312 3.313073 0.4875 1.6413 -0.6529
H 0.077576 -2.639342 0.815793 0.6093 0.9712 0.1808
H 1.427798 -1.283472 0.816183 -1.4153 -1.0034 -0.6825
H -0.099129 -0.926828 1.459932 -0.4856 -0.7798 0.0594
H -1.881383 -1.677547 -2.121467 1.0375 -0.4621 0.1208
H -2.313414 -1.682134 -0.529474 -0.4184 -0.5704 1.0234
H -1.103794 -2.913736 -1.014998 -0.2398 -1.6815 -0.1721
H 0.746724 -2.248880 -2.184288 0.3458 0.4712 0.2951
H 0.725352 -0.594373 -2.488411 0.7231 1.5610 -1.3769
H 1.850856 -1.369944 -1.134810 -0.0695 0.8739 -1.0179
```
Positions in Å, forces in eV/Å.

## Properties
total charge	+1
SMILES	C=[N+](NC(=O)ON)C(C)(C)C
HOMO level	-13.85	eV


[7]
The following is a DFT calculation (wB97M-V/def2-TZVPD) of a 2-piece molecular cluster, C6H14N3O4 overall.

```
27
Properties=species:S:1:pos:R:3:forces:R:3
C 2.431364 2.003160 -0.147734 1.3681 -0.3314 2.3324
C 2.170764 0.520037 -0.146979 1.1574 -2.4655 2.5048
C 0.642418 0.243172 -0.143966 2.7447 -1.5544 2.1313
C 0.347215 -1.239545 -0.387746 -1.3354 2.1042 -2.6895
C -1.168117 -1.410619 -0.611528 1.2133 -2.3452 0.7259
C -1.994743 -0.891797 0.520138 -0.1719 0.1970 0.4137
N -3.210363 0.792751 -0.388751 0.3483 -0.3040 -0.3474
N -3.430780 2.260057 -0.388483 -1.9402 -0.3329 1.4179
N -4.273158 1.505090 0.253390 1.6184 -1.3217 0.3696
O -5.026412 1.206921 1.175676 0.6602 1.4853 -1.2355
O -5.862171 -1.727591 0.070304 0.2417 -1.9435 0.6716
O -2.161737 0.511369 0.591677 -0.4652 1.2660 -0.6296
O -6.043616 -0.829929 -0.974901 -0.1796 1.4590 -1.3002
H 1.814759 2.254495 -0.989458 0.3243 1.5489 -0.4041
H 2.155252 2.475910 0.831822 -0.6785 -0.2797 -1.0441
H 3.530052 2.228667 -0.108167 -0.8847 -0.0427 -1.1254
H 2.598547 -0.112727 0.781505 -0.8612 1.7839 -1.2734
H 2.844779 0.026687 -0.871023 -1.0384 0.2151 -0.7155
H 0.141547 0.871229 -0.803855 -0.9912 0.9983 -1.3758
H 0.350897 0.543283 0.885965 -0.2269 -0.1484 -0.6738
H 0.616557 -1.869914 0.400218 0.9718 -0.9150 1.2054
H 0.836897 -1.498428 -1.373541 -0.1808 -0.1778 1.1990
H -1.258613 -2.541881 -0.716924 -0.6700 1.3552 0.0283
H -1.435650 -0.940652 -1.510622 -0.6155 0.4913 -1.3412
H -2.982288 -1.239429 0.601527 -1.3663 -1.2804 -0.6004
H -1.579644 -1.159831 1.457606 0.8673 -0.2288 1.0844
H -5.619958 -1.195047 0.816808 0.0903 0.7672 0.6715
```
Positions in Å, forces in eV/Å.

## Properties
total charge	-1
HOMO level (spin up / spin down)	-2.22 / -1.22	eV


[8]
The following is a DFT calculation (wB97M-V/def2-TZVPD) of an isolated ion of composition C6H14N3S and charge +1.

```
24
Properties=species:S:1:pos:R:3:forces:R:3
C -0.985150 0.421499 0.366420 -0.2317 -0.9941 0.4049
C 1.653346 0.479748 -0.198653 -1.4726 0.5676 1.1634
C 1.288012 -0.167414 -1.467793 -0.0987 -1.8544 0.6094
C 3.033529 0.594333 0.251904 1.4060 -0.8234 1.5048
C -2.237798 2.262870 -0.398361 -2.1445 0.0142 1.6988
C -1.952780 -1.788308 0.769021 -1.6470 0.6850 -2.1986
N -2.107193 0.872142 0.054022 0.6852 0.5341 -0.6425
N -0.831528 -0.909184 0.736944 1.2391 0.5343 -0.0071
N 0.417528 -1.548641 0.711616 -1.0209 1.1549 -3.4990
S 0.542816 1.370083 0.760954 0.5075 -0.7338 -0.9778
H 1.240438 0.562040 -2.239159 0.6661 0.7844 -0.9144
H 0.278340 -0.642154 -1.529675 0.8796 0.4801 0.4296
H 2.080228 -0.937538 -1.567767 -0.5970 0.4280 -0.8342
H 3.622634 -0.297743 0.627320 -1.5911 0.0333 -0.2329
H 3.175663 1.292982 1.055496 -0.2939 0.4671 0.4098
H 3.766802 0.831351 -0.461765 0.4742 0.7610 -1.8692
H -1.810920 2.955949 0.389211 -0.5037 -0.4274 -1.1024
H -3.375095 2.405975 -0.487124 1.8556 0.3106 0.1333
H -1.805056 2.390992 -1.374150 0.3244 0.1799 -0.3237
H -2.695848 -1.719227 -0.070538 1.0082 0.3755 0.2735
H -1.718659 -2.811845 0.836908 0.7951 -1.0738 0.3840
H -2.460463 -1.451772 1.587366 -2.0067 0.1510 2.3968
H 0.193949 -2.310609 0.073927 1.2142 -0.3468 0.2699
H 0.687209 -1.855536 1.573877 0.5527 -1.2074 2.9235
```
Positions in Å, forces in eV/Å.

## Properties
total charge	+1
HOMO level	-12.59	eV


[9]
The following is a DFT calculation (wB97M-V/def2-TZVPD) of a 2-piece molecular cluster, C6H14NO overall.

```
22
Properties=species:S:1:pos:R:3:forces:R:3
C 0.698356 1.253614 0.934908 -0.1467 -0.5444 2.3816
C 0.280757 -0.186723 0.960379 -5.6455 -0.4067 -1.2187
C 0.469325 2.257047 2.087038 -0.2646 -4.4038 -0.6251
C -0.605894 -2.347659 -1.283472 -0.6462 -0.3311 -0.5797
C -0.271366 -0.001501 -2.168165 -2.7528 0.1438 0.8778
C -1.056963 -0.980377 -1.240986 2.4841 2.8053 -0.0222
N 1.570822 0.079422 1.388378 2.6845 1.2004 2.0015
O -2.145238 -0.454888 -0.760218 1.7226 1.0441 -1.8084
H 1.015022 1.705424 0.035813 0.5199 0.2209 -1.1039
H -0.597055 -0.458072 1.686122 2.2883 0.4906 -0.7444
H 1.302447 2.831081 2.293508 2.4007 0.3261 1.3119
H -0.071174 1.682927 2.859811 0.5659 0.8967 0.2036
H -0.069784 3.010662 1.712653 -3.1741 2.5383 -1.3872
H 0.453515 -2.382175 -1.335623 0.8421 0.1284 -0.0730
H -0.981845 -2.705514 -2.230723 -0.1682 -0.4260 -0.6701
H -0.926978 -3.015201 -0.546281 -0.7407 -0.7894 1.3173
H -0.851512 0.076455 -3.134116 0.5654 -0.1098 0.8562
H -0.431694 0.952092 -1.618549 0.6824 -0.3010 -0.8072
H 0.753954 -0.283802 -2.371989 -0.0285 -0.0090 0.2764
H 2.254485 -0.093381 0.680423 0.9272 -0.5887 0.1559
H 1.936858 0.097635 2.390794 -0.6621 -0.0153 -1.6821
H -2.726036 -1.037066 -0.339705 -1.4535 -1.8694 1.3400
```
Positions in Å, forces in eV/Å.

## Properties
total charge	+1
HOMO level	-11.50	eV


[10]
The following is a DFT calculation (wB97M-V/def2-TZVPD) of a 2-piece molecular cluster, C6H14NO overall.

```
22
Properties=species:S:1:pos:R:3:forces:R:3
C -0.521240 1.723239 -0.955509 0.2460 -1.0120 -0.8014
C -0.448328 1.931604 0.529405 -0.0787 1.0047 0.9486
C -0.668518 0.712068 1.395048 0.1232 0.5430 -1.1270
C -0.626498 -0.505604 0.872839 -0.1073 -0.4666 1.3820
C -0.748402 -1.758839 1.618150 0.4384 -0.3986 -0.0280
C -0.750131 -2.934237 0.997623 -0.3372 -0.1344 0.4986
N 0.848094 1.321515 -1.504292 -0.7516 1.2766 0.0012
H -0.959787 2.472200 -1.620766 0.4284 0.3895 0.5714
H -1.112646 0.836645 -1.137611 -0.3717 -0.1074 -0.1082
H 0.489040 2.396814 0.861399 0.2580 -0.0861 -0.3713
H -1.138129 2.715777 0.838153 -0.4252 -0.0538 -0.2047
H -0.852313 0.962814 2.429245 0.0742 -0.4506 0.1973
H -0.449435 -0.652819 -0.177710 -0.1191 -0.0112 -0.2664
H -0.723764 -1.804261 2.710540 -0.2383 0.5450 -0.3098
H -0.746524 -3.039817 -0.073203 -0.0114 0.0180 -0.3447
H -0.852596 -3.836971 1.583711 0.1452 -0.1225 -0.1484
H 1.505074 2.089854 -1.357010 0.0640 -0.1705 -0.0425
H 0.803254 1.124233 -2.505642 0.0451 0.0254 0.1005
H 1.186961 0.460345 -1.045326 0.2954 -0.1924 -0.0307
H 1.243597 -1.846800 -1.114316 0.3806 -0.1243 0.1140
H 2.725378 -1.311465 -1.202066 -0.1676 -0.2623 0.0546
O 1.796913 -1.056296 -1.142660 0.1096 -0.2096 -0.0851
```
Positions in Å, forces in eV/Å.

## Properties
total charge	+1
HOMO level	-12.20	eV


ΔE to the lowest compared entry with this formula, charge and spin per entry: 203.81, 288.30, 180.46, 72.15, 264.51, 351.52, 27.76, 395.23, 464.58, 100.87 kJ/mol